(1)
{
  "formula": "C22H36N4O3",
  "method": "ωB97M-V with the def2-TZVPD basis set",
  "mol_weight_g_mol": 404.6,
  "gap_ha": 0.3447,
  "lumo_ev": 0.65,
  "smiles": "COCCCCC(=O)N[C@H]1CC[C@@H](N(C)C(=O)c2cnc3n2CC[C@@H](C)C3)CC1",
  "homo_energy_ev": -8.7,
  "symbols": ["C", "O", "C", "C", "C", "C", "C", "O", "N", "C", "C", "C", "C", "N", "C", "C", "O", "C", "C", "N", "C", "N", "C", "C", "C", "C", "C", "C", "C", "H", "H", "H", "H", "H", "H", "H", "H", "H", "H", "H", "H", "H", "H", "H", "H", "H", "H", "H", "H", "H", "H", "H", "H", "H", "H", "H", "H", "H", "H", "H", "H", "H", "H", "H", "H"],
  "coordinates": [[-1.5229, 0.9395, 4.3922], [-0.7517, 0.5055, 3.2993], [-1.3788, 0.7755, 2.0598], [-0.4451, 0.3771, 0.9377], [-0.0970, -1.1069, 0.9604], [0.7784, -1.5336, -0.2148], [2.1537, -0.8906, -0.3270], [2.6585, -0.6727, -1.4172], [2.7787, -0.6115, 0.8446], [4.1766, -0.2003, 0.8891], [4.3908, 0.8542, 1.9700], [3.9813, 0.3267, 3.3427], [4.5849, -1.0512, 3.6675], [3.8828, -1.6698, 4.8083], [4.7105, -2.1820, 5.8867], [2.5488, -1.8972, 4.6975], [1.9555, -1.7256, 3.6280], [1.7749, -2.2941, 5.8850], [1.9691, -2.1413, 7.2384], [0.8549, -2.4845, 7.9338], [-0.0240, -2.8513, 7.0207], [0.4700, -2.7540, 5.7670], [-0.2993, -3.0258, 4.5475], [-1.5466, -3.8268, 4.8825], [-2.3023, -3.2301, 6.0653], [-3.6391, -3.9185, 6.2951], [-1.4094, -3.3299, 7.3000], [4.6935, -2.0500, 2.5012], [5.0879, -1.3958, 1.1808], [-0.9709, 0.7026, 5.3003], [-1.6971, 2.0214, 4.3532], [-2.4973, 0.4348, 4.4210], [-2.3232, 0.2132, 1.9955], [-1.6260, 1.8436, 1.9949], [-0.9191, 0.6340, -0.0147], [0.4672, 0.9753, 1.0110], [0.3761, -1.3546, 1.9118], [-1.0242, -1.6898, 0.9236], [0.9532, -2.6135, -0.1740], [0.2802, -1.3344, -1.1643], [2.3542, -0.9284, 1.7081], [4.4060, 0.2099, -0.0926], [5.4482, 1.1357, 1.9617], [3.8163, 1.7534, 1.7402], [4.2927, 1.0249, 4.1234], [2.8955, 0.2785, 3.3905], [5.6004, -0.8651, 4.0278], [4.2119, -3.0003, 6.3980], [5.6382, -2.5675, 5.4623], [4.9638, -1.4071, 6.6152], [2.8436, -1.7709, 7.7457], [-0.5557, -2.0721, 4.0835], [0.3372, -3.5601, 3.8469], [-2.1800, -3.8541, 3.9931], [-1.2791, -4.8627, 5.1194], [-2.4806, -2.1687, 5.8525], [-3.4935, -4.9869, 6.4735], [-4.1541, -3.5028, 7.1628], [-4.2934, -3.8092, 5.4289], [-1.3653, -4.3742, 7.6293], [-1.8082, -2.7555, 8.1368], [5.4161, -2.8232, 2.7763], [3.7347, -2.5492, 2.3761], [5.0183, -2.1241, 0.3708], [6.1243, -1.0452, 1.2118]]
}

(2)
{
  "formula": "C26H19Br5IIrN2O4",
  "method": "ωB97M-V with the def2-TZVPD basis set",
  "mol_weight_g_mol": 1142.1,
  "total_charge": -1,
  "spin_multiplicity": 2,
  "gap_ha": [0.2191, 0.2098],
  "lumo_ev": [1.52, 1.24],
  "homo_energy_ev": [-4.4, -4.5],
  "symbols": ["Ir", "Br", "C", "C", "C", "C", "O", "C", "C", "N", "C", "C", "C", "C", "C", "C", "C", "C", "N", "C", "C", "H", "H", "H", "H", "H", "H", "H", "H", "H", "H", "Br", "C", "C", "Br", "C", "Br", "C", "O", "C", "O", "C", "Br", "I", "C", "H", "H", "C", "C", "C", "O", "H", "H", "H", "H", "H", "H", "H"],
  "coordinates": [[0.5338, 0.0959, 0.2165], [-1.3212, -5.4677, 4.3716], [-0.7671, -3.7949, 3.6617], [0.2042, -3.0466, 4.3289], [0.6124, -1.8388, 3.8160], [0.0946, -1.3378, 2.6043], [0.5431, -0.1881, 2.1761], [-0.9234, -2.0904, 1.9601], [-1.7112, -1.5780, 0.8600], [-1.4862, -0.4758, 0.2390], [-2.5183, 0.1614, -0.4888], [-3.8271, 0.1253, -0.0159], [-4.8046, 0.9477, -0.5668], [-4.4676, 1.8769, -1.5250], [-3.1540, 1.9459, -2.0205], [-2.7183, 2.9798, -2.8984], [-1.3645, 3.0705, -3.2236], [-0.5083, 2.0622, -2.8942], [-0.9654, 0.9273, -2.2262], [-2.2123, 1.0019, -1.5656], [-1.3319, -3.3161, 2.5087], [0.6377, -3.4222, 5.2462], [1.3696, -1.2482, 4.3139], [-2.5876, -2.1868, 0.6302], [-4.0610, -0.4698, 0.8564], [-5.8146, 0.9052, -0.1803], [-5.2013, 2.5829, -1.8936], [-3.4266, 3.7270, -3.2275], [-0.9783, 3.9258, -3.7601], [0.5341, 2.0424, -3.1793], [-2.1106, -3.8820, 2.0112], [2.9257, 6.4868, 1.5853], [2.8010, 4.6622, 1.1019], [3.9332, 3.9516, 0.7325], [5.6332, 4.7808, 0.7048], [3.8110, 2.6015, 0.3779], [5.2955, 1.5585, -0.1509], [2.5820, 1.9596, 0.3931], [2.4405, 0.6841, 0.0533], [1.4190, 2.6827, 0.7719], [0.2649, 2.0601, 0.7531], [1.5548, 4.0250, 1.1177], [-0.0385, 4.9288, 1.5776], [-1.5812, -0.7732, -4.6954], [-0.5621, -0.3197, -2.7512], [0.4891, -0.3369, -3.0138], [-0.8243, -1.1652, -2.1328], [3.0261, -2.2778, 0.1132], [1.6311, -2.7054, -0.3272], [1.6943, -3.6965, -1.4809], [0.8326, -1.6271, -0.7373], [3.5716, -3.1235, 0.5411], [2.9647, -1.4849, 0.8587], [3.5891, -1.8813, -0.7347], [1.1506, -3.2093, 0.5286], [2.2195, -3.2447, -2.3257], [0.6872, -3.9633, -1.8073], [2.2218, -4.6077, -1.1887]]
}

(3)
{
  "formula": "C24H41Br8INO3",
  "method": "ωB97M-V with the def2-TZVPD basis set",
  "mol_weight_g_mol": 1157.7,
  "total_charge": 1,
  "gap_ha": 0.2397,
  "lumo_ev": -4.60,
  "homo_energy_ev": -11.1,
  "symbols": ["C", "O", "C", "C", "C", "C", "C", "C", "C", "C", "C", "C", "C", "C", "C", "O", "O", "C", "C", "N", "I", "H", "H", "H", "H", "H", "H", "H", "H", "H", "H", "H", "H", "H", "H", "H", "H", "H", "H", "H", "H", "H", "H", "H", "H", "H", "Br", "C", "C", "Br", "H", "H", "H", "H", "Br", "C", "C", "Br", "H", "H", "H", "H", "Br", "C", "C", "Br", "H", "H", "H", "H", "Br", "C", "C", "Br", "H", "H", "H", "H"],
  "coordinates": [[0.3835, 3.4876, 2.6295], [-0.5487, 2.5284, 3.0585], [-1.3597, 2.0219, 2.0077], [-0.5885, 0.9847, 1.1792], [-0.9946, -0.4930, 1.3823], [-1.1244, -1.2765, 0.0722], [0.1895, -1.8752, -0.4948], [1.4890, -1.2235, -0.0301], [2.6747, -1.7152, -0.9041], [2.6436, -1.0098, -2.2835], [2.2593, -2.0176, -3.4072], [1.6254, -1.3355, -4.5748], [0.4684, -0.5829, -4.3590], [-0.1698, 0.0700, -5.3957], [-1.4182, 0.8774, -5.2078], [-2.2857, 0.7800, -6.0072], [-1.4761, 1.6803, -4.1303], [0.3547, -0.0101, -6.6829], [1.4945, -0.7520, -6.8799], [2.0870, -1.4002, -5.8421], [3.7639, -2.5027, -6.3288], [0.7010, 3.3624, 1.5903], [0.0171, 4.5134, 2.7363], [1.2756, 3.3736, 3.2428], [-2.3182, 1.6682, 2.3752], [-1.5735, 2.8601, 1.3329], [0.4750, 1.0642, 1.3981], [-0.6783, 1.2059, 0.1128], [-1.9836, -0.5048, 1.8399], [-0.3476, -1.0428, 2.0619], [-1.8096, -2.1098, 0.2345], [-1.5736, -0.6639, -0.7115], [0.1306, -1.8039, -1.5834], [0.2614, -2.9443, -0.2871], [1.4570, -0.1443, -0.1675], [1.7089, -1.4612, 1.0075], [2.5510, -2.7897, -1.0313], [3.5987, -1.4583, -0.3958], [3.6671, -0.7160, -2.5098], [1.9899, -0.1431, -2.2774], [3.1680, -2.5545, -3.6602], [1.5651, -2.7580, -3.0127], [0.0448, -0.4892, -3.3703], [-1.5037, 2.6078, -4.4021], [-0.0841, 0.4790, -7.5365], [1.9693, -0.8506, -7.8613], [0.6532, 8.4382, 7.1096], [-0.0255, 7.1743, 5.7977], [0.6724, 5.8443, 5.8914], [2.4549, 5.9094, 5.1116], [0.0895, 7.6397, 4.8243], [-1.0834, 7.0631, 6.0248], [0.1352, 5.0909, 5.3179], [0.7907, 5.5024, 6.9140], [0.1224, -3.5557, -11.8904], [-0.7130, -1.8162, -11.6689], [0.3095, -0.7143, -11.6203], [1.2194, -0.6700, -9.8899], [-1.3184, -1.8694, -10.7699], [-1.3594, -1.6891, -12.5341], [-0.1653, 0.2592, -11.7189], [1.0812, -0.8172, -12.3756], [-1.9445, -3.2913, 3.5510], [-2.0992, -2.7065, 5.4034], [-3.1671, -1.6627, 5.5560], [-2.5577, 0.0631, 4.9011], [-1.1202, -2.3545, 5.7076], [-2.3505, -3.6015, 5.9677], [-3.4043, -1.5068, 6.6040], [-4.0754, -1.9051, 5.0131], [-1.3901, -0.6731, 8.4349], [-1.2288, -2.1519, 9.6947], [0.1260, -2.8040, 9.6278], [0.3087, -3.9531, 8.0686], [-2.0398, -2.8394, 9.4780], [-1.3833, -1.7080, 10.6755], [0.2725, -3.4596, 10.4830], [0.9354, -2.0831, 9.5810]]
}

(4)
{
  "formula": "C19H24N3O6P2Ti",
  "method": "ωB97M-V with the def2-TZVPD basis set",
  "mol_weight_g_mol": 500.2,
  "spin_multiplicity": 2,
  "gap_ha": [0.2226, 0.2243],
  "lumo_ev": [-1.42, -1.39],
  "homo_energy_ev": [-7.5, -7.5],
  "symbols": ["Ti", "O", "C", "O", "C", "C", "C", "N", "C", "C", "C", "O", "O", "H", "H", "H", "O", "N", "N", "O", "C", "C", "C", "C", "C", "C", "H", "H", "H", "H", "H", "C", "P", "C", "C", "C", "P", "C", "C", "H", "H", "H", "H", "H", "H", "H", "H", "H", "H", "H", "H", "H", "H", "H", "H"],
  "coordinates": [[-0.2480, 0.4207, 0.2412], [0.2326, -3.9578, 5.5884], [0.9725, -4.0590, 4.5916], [1.9881, -4.7482, 4.3617], [0.6157, -3.0937, 3.4682], [1.0615, -3.3186, 2.1708], [0.7983, -2.3932, 1.1927], [0.1505, -1.2393, 1.4510], [-0.3120, -1.0311, 2.7138], [-0.1193, -1.9362, 3.7201], [-1.0818, 0.2612, 2.9209], [-1.5208, 0.5841, 3.9812], [-1.1783, 1.0043, 1.7869], [1.6314, -4.2170, 1.9742], [1.1122, -2.5396, 0.1691], [-0.5243, -1.7628, 4.7080], [-0.6674, 1.8134, -0.9575], [-1.6973, 1.6498, -1.7281], [-2.1781, 0.4720, -1.5846], [-1.5538, -0.4183, -0.8244], [-3.3669, 0.0533, -2.3106], [-3.7286, -1.2721, -2.2278], [-4.8482, -1.6992, -2.9303], [-5.5811, -0.8059, -3.6940], [-5.2009, 0.5301, -3.7429], [-4.0887, 0.9738, -3.0457], [-3.1532, -1.9542, -1.6215], [-5.1419, -2.7390, -2.8736], [-6.4469, -1.1451, -4.2475], [-5.7761, 1.2397, -4.3229], [-3.7925, 2.0132, -3.0675], [1.3026, 0.0848, -3.1859], [1.7692, 0.1344, -1.4342], [3.1942, -0.9764, -1.3167], [2.5805, 1.7845, -1.3288], [3.0627, 2.0718, 0.1059], [1.6583, 1.9560, 1.2728], [2.4070, 1.8615, 2.9160], [0.9627, 3.6335, 1.2396], [2.1874, 0.1435, -3.8219], [0.6450, 0.9262, -3.4026], [0.7625, -0.8349, -3.4101], [4.0244, -0.5841, -1.9069], [2.9275, -1.9650, -1.6924], [3.5095, -1.0913, -0.2801], [1.8286, 2.5189, -1.6261], [3.3964, 1.8335, -2.0527], [3.5276, 3.0553, 0.1819], [3.8082, 1.3319, 0.4067], [3.1186, 2.6788, 3.0397], [2.9153, 0.9073, 3.0521], [1.6311, 1.9402, 3.6779], [1.7057, 4.3620, 1.5673], [0.0984, 3.6650, 1.9023], [0.6194, 3.8773, 0.2352]]
}

(5)
{
  "formula": "C16H46BN3O6Si2",
  "method": "ωB97M-V with the def2-TZVPD basis set",
  "mol_weight_g_mol": 443.5,
  "gap_ha": 0.3377,
  "lumo_ev": 0.53,
  "smiles": "CC(C)C[SiH2]O[SiH2]B(N)O.COCCNCCOC.COCCNCCOC",
  "homo_energy_ev": -8.7,
  "symbols": ["C", "C", "C", "C", "Si", "O", "Si", "B", "N", "O", "H", "H", "H", "H", "H", "H", "H", "H", "H", "H", "H", "H", "H", "H", "H", "H", "C", "O", "C", "C", "N", "C", "C", "O", "C", "H", "H", "H", "H", "H", "H", "H", "H", "H", "H", "H", "H", "H", "H", "H", "C", "O", "C", "C", "N", "C", "C", "O", "C", "H", "H", "H", "H", "H", "H", "H", "H", "H", "H", "H", "H", "H", "H", "H"],
  "coordinates": [[5.9635, -0.5211, -2.0688], [5.2837, 0.5960, -2.8556], [5.3009, 1.9196, -2.0740], [3.8448, 0.1478, -3.1796], [2.7771, 1.2729, -4.2245], [1.2233, 1.2382, -3.6730], [0.6072, 1.6252, -2.1837], [-0.4215, 0.0988, -1.2952], [-1.7219, 0.2747, -0.7374], [0.1693, -1.1340, -1.1138], [5.3786, -0.7489, -1.1715], [6.9787, -0.2604, -1.7592], [6.0208, -1.4427, -2.6563], [5.8278, 0.7378, -3.7970], [5.4667, 2.7823, -2.7220], [6.0895, 1.9258, -1.3175], [4.3534, 2.0829, -1.5505], [3.8934, -0.8008, -3.7316], [3.3441, -0.0721, -2.2260], [2.7674, 0.7840, -5.6202], [3.2777, 2.6689, -4.2234], [-0.1913, 2.8728, -2.3181], [1.7689, 1.9659, -1.3089], [-2.1632, 1.1464, -1.0029], [-1.9002, 0.1393, 0.2500], [0.9744, -1.2778, -1.6140], [-2.8974, 3.4091, 1.4111], [-3.3886, 2.0881, 1.5008], [-3.9280, 1.7131, 2.7634], [-5.4417, 1.6826, 2.7662], [-6.0112, 3.0134, 2.6757], [-7.4445, 3.0903, 2.4334], [-8.0402, 2.3583, 1.2324], [-7.7479, 2.9351, -0.0266], [-6.4648, 2.6492, -0.5410], [-2.2565, 3.4565, 0.5313], [-3.6934, 4.1525, 1.2947], [-2.3057, 3.6754, 2.2924], [-3.5525, 2.3813, 3.5455], [-3.5670, 0.7038, 2.9756], [-5.7604, 1.2243, 3.7099], [-5.7629, 1.0088, 1.9606], [-5.5131, 3.5616, 1.9902], [-7.7041, 4.1468, 2.3343], [-7.9638, 2.7240, 3.3271], [-9.1261, 2.4167, 1.3330], [-7.7726, 1.2942, 1.2265], [-6.1813, 1.6073, -0.3555], [-5.6854, 3.2935, -0.1234], [-6.5075, 2.8152, -1.6164], [0.0837, -1.9080, 1.5996], [0.6542, -3.0456, 2.2136], [0.5731, -4.2497, 1.4635], [1.8987, -4.6351, 0.8392], [2.2680, -3.7148, -0.2180], [3.6142, -3.8263, -0.7526], [4.8205, -3.7818, 0.1844], [5.0836, -2.5138, 0.7517], [4.2874, -2.1605, 1.8635], [-0.0420, -1.1557, 2.3775], [0.7101, -1.4847, 0.8069], [-0.8945, -2.1366, 1.1643], [-0.1976, -4.1596, 0.6905], [0.2734, -5.0405, 2.1554], [1.7890, -5.6413, 0.4174], [2.6448, -4.7046, 1.6427], [2.0828, -2.7657, 0.0734], [3.7408, -3.0155, -1.4759], [3.6869, -4.7623, -1.3203], [5.6922, -4.0130, -0.4326], [4.7725, -4.5418, 0.9746], [4.1439, -3.0103, 2.5394], [3.3008, -1.7830, 1.5789], [4.8171, -1.3721, 2.3964]]
}

(6)
{
  "formula": "C26H34Ge2InN2",
  "method": "ωB97M-V with the def2-TZVPD basis set",
  "mol_weight_g_mol": 634.6,
  "total_charge": 3,
  "gap_ha": 0.1814,
  "lumo_ev": -10.96,
  "homo_energy_ev": -15.9,
  "symbols": ["In", "C", "C", "C", "C", "N", "C", "C", "C", "C", "C", "C", "N", "H", "H", "H", "H", "H", "H", "H", "H", "C", "C", "Ge", "C", "C", "C", "C", "Ge", "C", "C", "C", "C", "C", "C", "C", "C", "C", "C", "H", "H", "H", "H", "H", "H", "H", "H", "H", "H", "H", "H", "H", "H", "H", "H", "H", "H", "H", "H", "H", "H", "H", "H", "H", "H"],
  "coordinates": [[-12.5245, 2.4780, 8.8820], [-11.6557, 6.8267, 9.3767], [-10.2722, 6.6496, 9.5252], [-9.6470, 5.4556, 9.2143], [-10.4245, 4.3775, 8.7648], [-11.7845, 4.5425, 8.6893], [-12.3829, 5.7261, 8.9215], [-9.8192, 3.1324, 8.2028], [-8.4383, 2.9709, 8.0290], [-7.8992, 1.7553, 7.6321], [-8.7852, 0.7853, 7.1095], [-10.1497, 1.0292, 7.2116], [-10.6405, 2.1015, 7.8592], [-12.2007, 7.7641, 9.5567], [-9.6360, 7.4427, 9.8825], [-8.6023, 5.3331, 9.2246], [-13.4825, 5.7135, 8.8528], [-7.8247, 3.8052, 8.2664], [-6.8155, 1.6078, 7.7103], [-8.4342, -0.1291, 6.6492], [-10.8606, 0.2860, 6.8763], [-11.9835, 3.2044, 13.7544], [-12.3836, 3.3836, 12.3252], [-12.7666, 1.5077, 11.5618], [-11.1708, 0.1836, 11.5469], [-11.5575, -1.0617, 12.3004], [-14.4853, 1.1322, 12.4488], [-15.5773, 0.6809, 11.7157], [-15.3455, 1.1553, 9.8255], [-14.9672, -0.4677, 8.6426], [-16.1089, -1.1293, 7.8276], [-16.3526, 2.8381, 9.3515], [-17.8137, 2.9366, 8.9182], [-16.7655, 0.0717, 12.3735], [-16.6802, -0.2767, 13.7440], [-17.8219, -0.6602, 14.4168], [-19.0447, -0.7673, 13.8016], [-19.1247, -0.4761, 12.4366], [-17.9883, -0.0895, 11.7240], [-11.7352, 4.1713, 14.2371], [-11.1501, 2.5370, 13.7902], [-12.7634, 2.7432, 14.3878], [-11.5645, 3.8213, 11.7180], [-13.3026, 3.9578, 12.1333], [-10.3353, 0.7215, 12.0217], [-10.8992, -0.0161, 10.5033], [-12.4631, -0.9257, 12.9381], [-10.8034, -1.4764, 12.9434], [-11.8832, -1.8597, 11.6115], [-14.5583, 1.2362, 13.5314], [-14.5808, -1.1912, 9.3563], [-14.1939, -0.0810, 7.9143], [-16.8427, -1.5739, 8.4691], [-15.7111, -1.9204, 7.1820], [-16.6754, -0.4220, 7.2025], [-15.7529, 3.1406, 8.4716], [-16.0463, 3.4293, 10.2292], [-17.8833, 2.7756, 7.8419], [-18.1795, 3.9451, 9.1649], [-18.4477, 2.2120, 9.4414], [-15.7130, -0.2800, 14.2849], [-17.7723, -0.8316, 15.4975], [-19.9473, -1.0264, 14.3394], [-20.0774, -0.4966, 11.9374], [-18.0422, -0.0489, 10.6463]]
}

Question: Which formula does entry 6 have?
Answer: C26H34Ge2InN2